[1]
Molecular formula: C9H19ClNO2
Method: DFT, ωB97M-V/def2-TZVPD

The calculation puts the electronic energy at -27740.14885 eV. The max |F| comes out at 4.2 eV/A. For the molar mass, the calculation gives 208.71 g mol⁻¹. As for the orbital gap: 10.6 eV. Its total charge is +1.

Last column: natural (NBO) charge in e.
Geometry (Å):
C  0.645  4.697  1.723  -0.58
C  0.626  3.860  0.422  -0.39
C  0.190  2.446  0.709  -0.55
C  0.188  1.466  -0.434  0.57
O  0.191  1.811  -1.572  -0.47
C  0.369  -0.028  0.025  0.20
O  -0.274  -0.373  1.214  -0.73
Cl  2.178  -0.310  0.221  -0.06
C  0.026  -1.016  -1.179  -0.25
N  -0.401  -2.403  -0.747  -0.24
C  0.537  -2.973  0.176  -0.45
C  -1.698  -2.425  -0.103  -0.43
C  -0.442  -3.359  -1.964  -0.37
H  1.096  4.083  2.476  0.19
H  1.133  5.560  1.476  0.22
H  -0.275  4.811  2.156  0.20
H  -0.070  4.431  -0.194  0.23
H  1.652  3.906  0.023  0.22
H  -0.862  2.462  1.080  0.24
H  0.890  2.097  1.578  0.24
H  -0.436  0.521  1.766  0.53
H  0.865  -1.079  -1.817  0.26
H  -0.843  -0.460  -1.794  0.27
H  1.525  -3.267  -0.313  0.24
H  0.705  -2.337  1.094  0.27
H  0.123  -3.973  0.500  0.23
H  -2.582  -2.242  -0.836  0.24
H  -1.910  -3.438  0.211  0.23
H  -1.775  -1.713  0.697  0.27
H  -0.594  -2.770  -2.771  0.22
H  0.496  -3.819  -2.000  0.23
H  -1.274  -4.164  -1.823  0.25

Atomic forces in eV per Å
0.7928 -3.5277 -0.9198
-0.1427 1.2476 0.4621
0.2926 -0.5302 1.6389
1.2205 0.3206 1.3387
-0.3271 -0.6410 -0.8009
0.2394 -1.4796 -1.0381
-0.4574 3.5897 0.9483
-0.0330 0.7945 0.2865
-3.2539 2.2924 0.1800
-0.0186 0.1094 -1.7381
2.5341 -2.3803 2.3500
-3.7354 0.1294 -1.2435
-1.9558 -1.5730 3.0665
1.2697 0.0933 0.5753
1.1989 2.3830 0.1497
-2.7496 0.9059 0.4837
0.1878 -0.5776 -0.6926
-0.5351 -0.2443 -0.2273
0.4891 0.0247 0.1178
-1.2913 0.1260 -1.4028
0.6560 -2.9047 -1.6732
0.8083 -0.2194 -0.5750
1.6928 -1.7124 1.3077
-1.2324 0.9967 0.5614
-0.2664 -0.8390 -1.2798
0.3243 1.1226 -0.2127
1.8212 0.1452 0.8492
0.2486 -0.1509 0.4491
0.1416 -0.0296 0.2234
-0.7640 1.5816 -2.7341
1.3021 -0.7267 -0.2704
1.5428 1.6737 -0.1800


[2]
Molecular formula: C9H19InNO
Method: DFT, ωB97M-V/def2-TZVPD

The calculation puts the electronic energy at -18314.29934 eV. The max |F| comes out at 6.5 eV/A. For the molar mass, the calculation gives 272.07 g mol⁻¹. The relative energy (zero: lowest compared OMol25 entry of this formula, charge and spin) is 168.9 kJ/mol. As for the orbital gap: 5.4 eV. Its total charge is +3.

Last column: natural (NBO) charge in e.
Geometry (Å):
In  0.409  2.822  -2.992  1.02
C  2.478  -0.467  -1.124  -0.63
C  1.159  -0.623  -0.353  0.13
C  1.426  -0.241  1.158  -0.44
C  0.328  0.032  2.033  -0.43
C  -0.647  1.078  1.397  -0.43
C  -1.109  0.677  0.011  0.10
N  0.040  0.317  -0.820  0.32
O  -0.273  0.062  -2.169  -0.47
C  -2.060  -0.523  0.159  -0.53
C  -1.869  1.935  -0.514  -0.68
C  0.739  -2.134  -0.315  -0.57
H  2.654  0.603  -1.230  0.23
H  2.663  -0.917  -2.099  0.29
H  3.243  -0.914  -0.489  0.30
H  2.201  -0.800  1.682  0.30
H  1.902  0.739  1.153  0.28
H  0.687  0.488  2.955  0.33
H  -0.197  -0.866  2.358  0.27
H  -0.422  2.141  1.310  0.29
H  -1.497  1.055  2.079  0.30
H  -2.289  -0.965  -0.810  0.25
H  -1.649  -1.321  0.777  0.25
H  -2.996  -0.246  0.646  0.31
H  -2.791  1.973  0.067  0.30
H  -1.474  2.941  -0.376  0.27
H  -2.286  1.781  -1.510  0.25
H  1.646  -2.673  -0.041  0.31
H  0.283  -2.603  -1.187  0.26
H  0.101  -2.467  0.503  0.26
H  -0.399  -0.886  -2.258  0.54

Atomic forces in eV per Å
0.1587 0.7297 -0.6416
0.1209 0.5219 -0.6457
0.0572 2.5000 1.3040
2.0759 0.4355 -0.5646
-2.3828 1.7347 0.1439
0.0663 -2.0908 1.3995
1.6507 4.4364 0.3390
-0.9028 -6.3443 -1.0924
0.2052 2.8257 2.0126
-1.0737 -2.6619 -0.4088
-1.7113 -0.9471 -0.9201
-0.8612 -2.0254 0.8921
0.3575 0.0070 0.1203
-0.8008 -0.2458 -0.0623
-0.0190 0.1753 0.2177
-0.0974 -0.9398 -0.7064
0.5642 0.3499 -0.8008
0.1263 -0.0495 0.3793
-0.2994 -0.1336 0.2739
0.7647 0.0216 0.5250
-0.4208 0.2295 -0.1657
-0.0995 0.2540 -0.2182
0.4092 0.3331 0.0258
0.1190 0.7242 -0.1426
-0.0065 -0.0825 0.2903
0.8151 -0.3300 -0.0453
0.2681 0.1239 -0.2861
0.4967 0.3145 -0.5211
0.2860 0.5808 -0.6683
-0.3021 0.8433 0.1975
0.4357 -1.2901 -0.2309


[3]
Molecular formula: C9H19K3O7
Method: DFT, ωB97M-V/def2-TZVPD

The calculation puts the electronic energy at -72930.35737 eV. The max |F| comes out at 9.4 eV/A. For the molar mass, the calculation gives 356.54 g mol⁻¹. As for the orbital gap: 7.6 eV. Its total charge is +2.

Last column: Löwdin charge in e.
Geometry (Å):
K  -0.059  2.364  2.245  1.04
K  -1.436  3.192  -0.308  1.04
K  1.537  3.571  -0.496  1.05
C  0.525  0.935  -0.130  -0.30
O  0.197  2.189  0.365  -1.20
H  1.376  1.053  -0.801  0.09
H  0.550  0.206  0.679  0.04
H  -0.260  0.508  -0.755  0.00
C  -1.460  -0.827  -0.879  -0.07
C  -0.950  -1.030  -2.293  -0.18
O  -2.025  -0.594  -3.166  -0.02
C  -2.496  -1.429  -4.207  -0.47
O  -2.317  -2.642  -4.303  0.13
O  -3.240  -0.636  -5.001  0.01
C  -3.945  -1.156  -6.070  -0.07
H  -0.628  -1.167  -0.263  0.07
H  -2.404  -1.359  -0.766  0.12
H  -1.713  0.211  -0.662  0.06
H  -0.655  -2.061  -2.484  0.14
H  -0.112  -0.397  -2.585  0.12
H  -4.954  -1.509  -5.856  0.10
H  -3.455  -1.946  -6.638  0.11
H  -4.190  -0.410  -6.826  0.10
C  1.619  -1.471  1.598  -0.01
C  2.459  -0.194  1.728  -0.20
O  1.877  0.649  2.703  -0.09
C  2.122  0.433  4.014  -0.64
O  2.751  -0.462  4.488  0.19
O  1.685  1.439  4.680  -0.03
C  2.291  1.874  5.922  0.04
H  2.087  -2.069  0.816  0.11
H  0.684  -1.219  1.099  0.03
H  1.355  -1.905  2.563  0.11
H  2.576  0.465  0.868  0.11
H  3.437  -0.519  2.084  0.14
H  2.989  2.682  5.701  0.11
H  2.725  1.001  6.410  0.11
H  1.456  2.231  6.525  0.10

Atomic forces in eV per Å
-0.9619 0.3542 9.3231
-5.0848 2.2478 -2.2168
3.3880 2.3662 -1.7659
-0.7401 0.2571 -1.0404
1.8486 -3.2459 -4.5504
0.8479 -0.8396 0.2451
0.7248 0.5501 -0.4957
1.1237 1.3186 -0.0310
-0.6452 -1.1319 -0.6898
-1.2442 0.2106 -1.1113
-0.3128 -1.0019 -1.5204
-0.0372 -1.5679 0.4479
-0.1260 3.2807 0.3424
1.3442 0.3610 1.7841
-1.5229 -1.1837 -2.4153
-0.8570 -0.2810 0.5302
0.3403 -0.5155 0.1879
-0.3585 -0.1860 -0.0659
-0.3034 -0.0756 0.0294
0.2302 0.0308 0.3061
0.1630 -0.2980 0.9158
0.4006 -0.0975 0.5015
0.6977 0.6813 0.3891
-0.2019 1.1746 -1.4752
0.7236 -1.7263 1.0068
-0.8883 1.0612 0.2974
2.2283 -1.2232 0.3121
0.0598 -0.7537 -0.6290
-1.8008 2.7419 0.1110
-0.5427 -0.7033 0.3503
0.2605 -0.7713 0.6896
-0.1818 -0.4052 0.5446
0.6642 -0.3452 -0.2342
0.0392 -0.6856 -0.0410
0.1742 0.2934 -0.0255
0.0591 -0.2660 0.0691
0.2762 0.2875 -0.0451
0.2153 0.0872 -0.0307


[4]
Molecular formula: C9H19N2O
Method: DFT, ωB97M-V/def2-TZVPD

The calculation puts the electronic energy at -14659.90517 eV. The max |F| comes out at 4.1 eV/A. For the molar mass, the calculation gives 171.26 g mol⁻¹. The relative energy (zero: lowest compared OMol25 entry of this formula, charge and spin) is 282.8 kJ/mol. As for the orbital gap: 10.2 eV. Its total charge is +1.

Last column: natural (NBO) charge in e.
Geometry (Å):
C  2.776  1.256  -0.795  -0.61
C  1.276  0.968  -0.517  -0.41
C  1.125  -0.048  0.587  -0.10
C  1.649  0.507  1.871  -0.66
C  1.589  -1.440  -0.004  0.70
O  2.628  -1.778  -0.413  -0.53
N  0.329  -1.898  -0.007  -0.67
C  -0.318  -0.773  0.697  0.14
N  -1.496  -0.224  -0.076  -0.24
C  -1.962  1.186  0.132  -0.42
C  -2.640  -1.075  0.410  -0.41
C  -1.480  -0.458  -1.580  -0.40
H  3.136  2.062  -0.218  0.21
H  2.765  1.648  -1.842  0.22
H  3.340  0.377  -0.649  0.24
H  0.900  0.678  -1.444  0.20
H  0.765  1.828  -0.160  0.20
H  0.928  0.523  2.594  0.22
H  2.270  1.337  1.666  0.24
H  2.426  -0.085  2.374  0.25
H  0.126  -2.768  -0.573  0.43
H  -0.548  -1.144  1.679  0.23
H  -3.050  1.163  0.177  0.24
H  -1.656  1.396  1.200  0.24
H  -1.531  1.924  -0.546  0.25
H  -2.891  -0.741  1.394  0.24
H  -3.458  -1.045  -0.386  0.24
H  -2.261  -2.147  0.366  0.23
H  -2.346  0.150  -1.881  0.22
H  -0.725  0.033  -2.086  0.24
H  -1.666  -1.413  -1.970  0.24

Atomic forces in eV per Å
-2.0079 1.1029 -1.5174
1.3707 0.1415 1.1152
-0.8308 -1.5453 -0.1579
2.7151 -1.8057 -0.6435
-1.0391 3.6991 1.4719
1.9360 -1.6910 -0.8502
-0.8987 -2.4938 -1.6353
2.8077 -0.2239 -1.9364
-1.1507 -1.4440 -1.1396
0.9768 0.2532 2.8330
-0.1375 -2.0923 -2.2522
-2.1715 2.0442 0.6382
0.5353 0.7589 0.9025
0.6288 -0.6346 0.6999
0.8634 -0.8018 -0.2278
-0.9271 -0.6857 -1.2721
-0.3800 1.2211 -0.0818
-1.9820 1.1353 1.8443
-0.2570 1.7238 0.1915
-0.1860 -0.7651 -0.4358
-0.6425 1.2566 1.3216
-0.9298 0.6921 0.5506
0.1398 0.2204 -0.5947
-0.1994 0.2707 -1.1453
-0.0599 -0.3922 0.0333
-0.4740 -0.0934 0.4936
0.7932 0.3365 1.5549
-0.6195 1.3001 0.4958
-0.0312 -0.4051 -0.0618
2.0150 0.5759 -0.4920
0.1429 -1.6587 0.2975


[5]
Molecular formula: C9H19N3O4
Method: DFT, ωB97M-V/def2-TZVPD

The calculation puts the electronic energy at -22301.88524 eV. The max |F| comes out at 2.7 eV/A. For the molar mass, the calculation gives 233.27 g mol⁻¹. The relative energy (zero: lowest compared OMol25 entry of this formula, charge and spin) is 20.1 kJ/mol. As for the orbital gap: 9.9 eV. Its total charge is 0.

Last column: natural (NBO) charge in e.
Geometry (Å):
N  0.646  1.946  -1.643  -0.89
C  2.100  2.044  -1.278  -0.21
C  2.237  2.146  0.246  -0.41
C  1.434  1.048  0.971  -0.41
C  1.817  -0.419  0.651  -0.42
C  0.961  -1.331  1.530  -0.13
N  1.441  -2.684  1.531  -0.82
C  -0.544  -1.252  1.265  0.69
O  -1.368  -1.525  2.139  -0.67
N  -0.912  -0.872  0.032  -0.62
C  -2.351  -0.565  -0.180  -0.19
C  -2.460  0.305  -1.386  -0.07
O  -1.928  1.586  -1.138  -0.75
C  -3.172  -1.871  -0.415  0.79
O  -3.884  -1.961  -1.405  -0.59
O  -3.164  -2.795  0.549  -0.69
H  0.264  2.827  -1.411  0.37
H  0.554  1.768  -2.674  0.38
H  2.548  1.035  -1.558  0.19
H  2.642  2.898  -1.866  0.19
H  3.273  2.147  0.571  0.22
H  1.825  3.140  0.548  0.20
H  0.381  1.120  0.669  0.21
H  1.524  1.108  2.064  0.22
H  2.902  -0.607  0.859  0.23
H  1.689  -0.727  -0.422  0.19
H  1.067  -0.994  2.588  0.21
H  1.581  -3.054  0.621  0.36
H  0.859  -3.333  2.133  0.38
H  -0.279  -0.352  -0.564  0.42
H  -2.754  -0.078  0.734  0.24
H  -1.818  -0.185  -2.142  0.16
H  -3.525  0.473  -1.586  0.22
H  -0.988  1.553  -1.370  0.48
H  -2.598  -2.542  1.340  0.52

Atomic forces in eV per Å
1.9699 -1.0690 -1.4712
0.7370 -0.9819 -0.9723
-1.0117 0.7661 0.1240
0.0960 -0.7083 -0.6421
0.6458 -0.1476 -0.3869
0.1902 0.4137 1.2839
-0.5603 -1.3075 1.6185
0.7010 0.4986 0.0092
0.2423 -0.4271 -0.1023
-1.5578 0.1540 0.0418
0.2283 -1.3015 0.7804
-0.0274 0.7147 0.0689
-0.1233 0.2918 0.1194
-1.0051 0.7613 -0.6926
1.0959 -0.3621 1.4067
0.4157 0.0493 0.2566
-0.7799 1.2746 -0.1159
0.1554 0.6453 1.3381
-0.2893 1.4171 -0.0377
-0.8653 -1.5390 1.1941
0.2450 -0.0937 -0.1888
0.2445 -0.5987 -0.0091
0.2485 0.4942 0.5292
-0.1094 0.4636 -0.2745
-0.8569 0.0732 0.0465
0.0239 0.4813 0.7074
-0.1493 0.0172 -0.6401
-0.1325 -0.4684 -0.7649
0.9339 1.1375 -1.2096
0.1159 -0.2565 0.1876
0.2495 -0.1639 -0.5063
-1.0547 0.0602 -0.4571
0.4472 -0.5628 -0.6795
-0.0359 -0.0052 0.4074
-0.4270 0.2794 -0.9684


[6]
Molecular formula: C9H19NO5P2
Method: DFT, ωB97M-V/def2-TZVPD

The calculation puts the electronic energy at -39945.24414 eV. The max |F| comes out at 1.2 eV/A. For the molar mass, the calculation gives 283.20 g mol⁻¹. As for the orbital gap: 9.0 eV. Its total charge is 0.

Last column: natural (NBO) charge in e.
Geometry (Å):
C  1.156  -2.879  -0.707  -0.74
C  2.518  -2.258  -0.542  0.80
O  3.246  -2.601  0.348  -0.55
O  2.938  -1.359  -1.470  -0.53
C  2.155  -0.159  -1.605  -0.07
C  2.727  0.960  -0.753  -0.42
C  2.324  0.927  0.724  -0.41
C  0.842  1.321  0.973  -0.42
C  -0.026  0.235  1.637  -0.41
C  -1.064  -0.418  0.713  -0.71
P  -2.567  0.602  0.481  0.86
O  -3.153  0.167  2.182  -0.77
C  -3.967  -0.813  2.206  0.53
N  -4.568  -1.804  2.189  -0.46
P  -2.063  1.091  -1.678  1.00
O  -1.368  2.576  -1.629  -0.97
O  -3.523  1.434  -2.388  -0.99
H  1.285  -3.942  -0.895  0.26
H  0.556  -2.451  -1.507  0.22
H  0.616  -2.782  0.233  0.23
H  2.187  0.114  -2.657  0.20
H  1.108  -0.344  -1.349  0.16
H  2.402  1.909  -1.184  0.21
H  3.814  0.900  -0.820  0.23
H  2.953  1.659  1.232  0.21
H  2.559  -0.032  1.186  0.21
H  0.417  1.665  0.029  0.21
H  0.867  2.166  1.661  0.22
H  -0.557  0.666  2.486  0.22
H  0.595  -0.554  2.061  0.22
H  -0.673  -0.674  -0.268  0.24
H  -1.391  -1.351  1.174  0.26
H  -3.756  -0.014  0.010  -0.02
H  -2.562  1.948  0.908  -0.01
H  -1.788  3.173  -0.990  0.48
H  -4.241  0.919  -1.992  0.49

Atomic forces in eV per Å
-0.3567 0.2378 -0.1026
0.2947 -0.2051 0.3852
0.0491 0.0000 -0.2086
-0.2328 0.1224 0.2064
-0.0040 0.1058 -0.1974
0.0099 -0.2929 0.2244
-0.1793 0.3261 -0.1444
0.5448 -0.2855 0.4197
-0.2010 0.2445 -0.1792
-0.1676 -0.3210 0.4457
0.2307 0.1376 -1.0957
-0.4631 0.5050 0.2040
0.5803 -0.7190 0.2202
-0.2688 0.3773 -0.0700
0.6060 -0.2016 -0.9634
-0.3206 -0.0822 0.4855
-0.0856 -0.0386 0.6658
0.0936 -0.0367 -0.0100
0.0874 0.0040 -0.0650
-0.0040 -0.0596 0.0485
0.0433 -0.0754 -0.0545
-0.0238 -0.0713 -0.0393
0.0704 0.0744 -0.0224
0.0148 0.1072 -0.1547
0.0571 -0.0520 0.0775
0.0021 -0.1149 -0.0996
-0.1998 0.0545 0.0423
-0.1551 0.1940 -0.1758
-0.0235 -0.0757 0.0627
0.1156 -0.0205 -0.0836
0.1284 0.1148 -0.0490
-0.2005 0.0178 -0.0323
0.0106 -0.0948 0.2760
-0.0367 -0.1407 0.3377
0.0536 0.1230 -0.1799
-0.0692 0.1412 -0.1742